Below is C8H10AsCuF15NO2P as an isolated structure, with properties calculated with wB97M-V/def2-TZVPD.

Output
Maximum force = 0.0634 Eh/bohr
E_LUMO = 2.4 eV
HOMO energy = -6.38 eV

```
! wB97M-V def2-TZVPD RIJCOSX def2/J DEFGRID3
* xyz -1 1
As 2.55873 -2.50870 -1.25594
Cu -0.22695 -0.02946 -1.45625
P -2.80295 -1.06008 -2.52252
F 3.12178 -3.49760 0.08083
F -2.49811 -1.95944 -3.88861
F 1.22688 -1.68439 -0.36965
F -3.90051 -2.04807 -1.97592
F -2.55152 -2.47378 1.93887
F 2.00074 -1.43561 -2.65827
F -1.55378 -1.88188 -1.94924
F -2.95090 -0.20765 -1.14047
F -0.53633 -3.11776 1.72104
F 3.80714 -3.14845 -2.41803
F -1.77609 0.08461 -3.08925
F -1.17431 -2.50518 3.70605
F 1.41271 -3.82229 -1.78876
F 3.65836 -1.23215 -0.74901
F -4.02707 -0.15837 -3.25092
O -0.61325 -0.11655 3.21319
O -0.88657 -0.28981 0.93991
N 0.33980 2.59349 -2.56979
C 0.81005 1.49782 4.33136
C 1.50136 2.06743 -2.06658
C -0.91804 -0.78130 2.07237
C 0.20280 2.80575 -0.27955
C 1.43648 2.26340 -0.65725
C -0.41114 3.02060 -1.53302
C -0.02603 1.18807 3.10144
C -1.33731 -2.23374 2.37567
H 0.15253 1.40334 5.19555
H -0.77492 1.95523 2.90466
H 0.04259 2.74287 -3.52344
H 1.55863 0.71939 4.47889
H 0.67657 1.11200 2.27159
H 2.31711 1.69555 -2.66878
H 2.29828 2.15830 -0.01486
H 1.31840 2.45405 4.45508
H -0.05748 3.05567 0.73839
H -1.41784 3.37480 -1.69888
*
```

=====

Below is a 4-piece molecular cluster, C8H10Cl4F2O6 overall, with properties calculated with wB97M-V/def2-TZVPD.

Output
Expectation value of S² = 0.7544
Maximum force = 0.1069 Eh/bohr
E_LUMO (spin up / spin down) = -3.0 / -10.7 eV
HOMO energy (spin up / spin down) = -13.74 / -13.74 eV

```
! wB97M-V def2-TZVPD RIJCOSX def2/J DEFGRID3
* xyz 1 2
Cl 0.76694 -2.18026 2.05783
Cl -1.39098 -2.39445 0.04564
Cl -4.18890 -3.46270 -2.27819
Cl -5.92142 -1.15043 -1.67436
F 5.35758 -0.74342 -2.59451
F -2.13941 0.60392 0.16465
O -4.08211 1.74577 0.60374
O -5.14253 1.25785 2.54392
O -3.03716 2.02377 2.47990
O 4.71354 -0.59472 0.35856
O 2.73209 0.40089 0.23672
O 4.23230 0.71925 -1.35273
C 3.78148 0.15271 -0.27387
C -2.72822 1.82834 0.29320
C -4.19404 1.59742 1.87869
C 5.52913 0.19282 -1.66567
C 0.19616 -1.66995 0.40007
C -4.48481 -2.06738 -1.12038
C 5.91987 -0.48795 -0.31630
C -2.21564 2.63512 1.45723
H -1.14009 2.46482 1.50505
H -3.58897 -1.45297 -1.21035
H 6.40616 -1.43293 -0.55843
H -2.34846 3.71443 1.38267
H 0.98603 -2.08987 -0.22273
H 6.59034 0.14749 0.26229
H 6.36705 0.78992 -2.02550
H 0.14136 -0.58368 0.32850
H -2.52412 2.35113 -0.64122
H -4.59314 -2.31493 -0.06441
*
```

=====

Below is a 4-piece molecular cluster, C8H10Cl6O6 overall, with properties calculated with wB97M-V/def2-TZVPD.

Output
Structure (SMILES) = ClC(Cl)Cl.ClC(Cl)Cl.O=C1OCCO1.O=C1OCCO1
Maximum force = 0.0155 Eh/bohr
E_LUMO = 0.3 eV
HOMO energy = -11.17 eV
Energy relative to the best compared isomer or geometry (same formula, charge and spin) = 0.0 kJ/mol

```
! wB97M-V def2-TZVPD RIJCOSX def2/J DEFGRID3
* xyz 0 1
Cl -3.89281 -0.23833 -0.35475
Cl 0.54734 -3.70037 -0.46338
Cl -5.90755 0.15081 -2.45852
Cl -2.18563 -3.20367 0.38341
Cl -3.10631 0.82682 -2.93363
Cl -1.24921 -2.23433 -2.19669
O 0.86507 0.57743 -2.21964
O 2.78410 0.72225 2.04760
O 3.74162 -1.08288 2.93784
O -0.15014 2.48797 -1.57792
O 3.51849 0.78821 4.16936
O -0.38294 0.65077 -0.33921
C 3.60870 -1.40292 1.56030
C 2.78278 -0.24326 0.98766
C 0.17416 1.17728 -1.47072
C 3.35318 0.19671 3.15776
C -0.97244 1.70533 0.42235
C -1.19935 2.77560 -0.64695
C -4.24261 -0.23186 -2.08712
C -0.80811 -2.57215 -0.50944
H 4.61097 -1.45182 1.13065
H -2.18601 2.63798 -1.08469
H 3.24471 0.22027 0.11944
H -1.91576 1.38000 0.85246
H -0.32387 2.04565 1.23122
H -4.03687 -1.23733 -2.43065
H 1.76349 -0.53905 0.74723
H -1.06556 3.79275 -0.29398
H -0.50748 -1.62861 -0.07508
H 3.13804 -2.36925 1.39508
*
```

=====

Below is C8H10ClCoNO4 as an isolated structure, with properties calculated with wB97M-V/def2-TZVPD.

Output
Expectation value of S² = 0.8397
Maximum force = 0.0083 Eh/bohr
E_LUMO (spin up / spin down) = 0.1 / 0.5 eV
HOMO energy (spin up / spin down) = -8.28 / -9.05 eV
Energy relative to the best compared isomer or geometry (same formula, charge and spin) = 3.4 kJ/mol

```
! wB97M-V def2-TZVPD RIJCOSX def2/J DEFGRID3
* xyz 0 2
Co -0.46188 -0.12927 1.06917
Cl 2.11515 -0.82279 0.37116
O 1.48053 0.40085 0.95537
O 1.05686 -1.81977 0.40566
O 3.22137 -1.21870 1.16286
O 2.49841 -0.53201 -0.97442
N -0.63977 0.23134 -0.81241
C -2.04807 0.92433 2.12203
C -0.58925 -0.53097 3.11890
C 1.36926 1.03554 -3.52495
C -0.92902 0.85659 2.94273
C 0.10874 0.19837 -3.30218
C -1.57356 -1.31478 2.47738
C -0.31929 0.23509 -1.90919
C -2.41756 -0.42591 1.77476
H -0.72570 0.53459 -3.91923
H 0.29078 -0.85271 -3.53435
H -0.35717 1.69083 3.31595
H -3.24949 -0.70321 1.14729
H -1.59384 -2.39054 2.41867
H 0.25057 -0.90416 3.68263
H 1.18669 2.08432 -3.29649
H 1.67685 0.95616 -4.56598
H -2.52670 1.82124 1.76422
H 2.17609 0.67557 -2.88956
*
```